A) # C56H98N14

14 unconnected molecules or ions with the total composition C56H98N14 (wB97M-V/def2-TZVPD, the Open Molecules 2025 dataset).

The value obtained for the LUMO energy is 0.000 hartree. Its net charge is 0.

CARTESIAN COORDINATES (ANGSTROEM)
1 C 7.816 -4.926 9.286
2 C 7.890 -6.281 10.004
3 C 6.510 -6.897 10.344
4 C 5.775 -7.330 9.111
5 N 5.193 -7.610 8.134
6 H 7.312 -4.185 9.906
7 H 7.296 -5.036 8.334
8 H 8.779 -4.450 9.105
9 H 8.486 -6.261 10.916
10 H 8.376 -7.008 9.353
11 H 5.873 -6.194 10.880
12 H 6.583 -7.783 10.973
13 C 12.399 -10.001 8.197
14 C 12.601 -11.205 7.269
15 C 11.570 -12.323 7.604
16 C 10.217 -11.816 7.275
17 N 9.159 -11.431 7.015
18 H 13.116 -9.218 7.946
19 H 12.651 -10.293 9.216
20 H 11.389 -9.597 8.265
21 H 13.595 -11.629 7.413
22 H 12.568 -10.866 6.234
23 H 11.479 -12.555 8.665
24 H 11.807 -13.239 7.062
25 C 3.788 -11.901 0.937
26 C 3.027 -12.619 2.105
27 C 3.322 -14.161 2.177
28 C 3.037 -15.016 0.985
29 N 2.797 -15.706 0.062
30 H 4.871 -11.971 1.037
31 H 3.478 -10.860 0.841
32 H 3.578 -12.413 -0.002
33 H 1.967 -12.522 1.872
34 H 3.261 -12.144 3.058
35 H 2.759 -14.615 2.992
36 H 4.363 -14.321 2.459
37 C 8.242 -10.106 11.259
38 C 7.471 -10.489 9.971
39 C 5.991 -10.786 10.250
40 C 5.707 -11.700 11.344
41 N 5.489 -12.411 12.220
42 H 9.285 -9.842 11.082
43 H 8.227 -11.037 11.825
44 H 7.775 -9.325 11.859
45 H 7.932 -11.373 9.530
46 H 7.525 -9.736 9.185
47 H 5.543 -11.301 9.400
48 H 5.426 -9.867 10.410
49 C 4.169 -11.235 6.169
50 C 5.567 -10.637 5.953
51 C 6.136 -10.841 4.541
52 C 6.394 -12.229 4.110
53 N 6.549 -13.321 3.798
54 H 3.900 -11.138 7.221
55 H 4.163 -12.295 5.915
56 H 3.340 -10.741 5.662
57 H 6.227 -11.138 6.661
58 H 5.566 -9.580 6.218
59 H 7.112 -10.358 4.587
60 H 5.494 -10.461 3.745
61 C 5.634 -13.982 7.482
62 C 6.834 -14.594 8.183
63 C 6.648 -14.796 9.695
64 C 5.367 -15.451 10.055
65 N 4.394 -15.976 10.378
66 H 4.756 -14.627 7.466
67 H 5.785 -13.752 6.427
68 H 5.380 -13.020 7.926
69 H 7.770 -14.102 7.918
70 H 7.104 -15.569 7.777
71 H 6.735 -13.860 10.247
72 H 7.440 -15.476 10.009
73 C 10.407 -8.020 5.540
74 C 8.867 -8.055 5.589
75 C 8.195 -6.692 5.545
76 C 8.723 -5.740 4.583
77 N 9.094 -4.952 3.799
78 H 10.835 -7.433 6.353
79 H 10.805 -7.629 4.604
80 H 10.738 -9.058 5.579
81 H 8.496 -8.708 6.379
82 H 8.532 -8.510 4.656
83 H 8.229 -6.298 6.561
84 H 7.130 -6.841 5.367
85 C 9.533 -14.922 5.497
86 C 9.559 -15.492 4.049
87 C 8.310 -16.428 3.747
88 C 8.362 -17.599 4.651
89 N 8.439 -18.504 5.328
90 H 9.596 -15.710 6.248
91 H 8.656 -14.328 5.756
92 H 10.460 -14.366 5.638
93 H 10.493 -16.009 3.828
94 H 9.519 -14.690 3.313
95 H 8.429 -16.721 2.704
96 H 7.344 -15.942 3.890
97 C 5.959 -8.228 -0.926
98 C 7.311 -7.536 -0.725
99 C 7.413 -6.938 0.732
100 C 7.079 -7.937 1.758
101 N 6.807 -8.676 2.579
102 H 5.975 -8.676 -1.920
103 H 5.099 -7.565 -0.834
104 H 5.736 -8.995 -0.185
105 H 7.519 -6.793 -1.494
106 H 8.125 -8.231 -0.937
107 H 6.668 -6.143 0.759
108 H 8.323 -6.369 0.925
109 C 0.724 -13.408 4.947
110 C 0.621 -12.335 6.025
111 C -0.647 -12.329 6.851
112 C -1.826 -12.126 6.008
113 N -2.806 -12.049 5.398
114 H 0.110 -13.146 4.085
115 H 0.572 -14.418 5.326
116 H 1.733 -13.424 4.534
117 H 0.870 -11.370 5.584
118 H 1.461 -12.620 6.658
119 H -0.622 -11.513 7.573
120 H -0.784 -13.262 7.397
121 C 2.399 -8.169 2.433
122 C 3.549 -7.767 3.330
123 C 3.136 -7.062 4.625
124 C 2.196 -7.822 5.460
125 N 1.473 -8.418 6.139
126 H 1.774 -7.296 2.242
127 H 1.821 -8.960 2.910
128 H 2.724 -8.495 1.445
129 H 4.090 -7.019 2.750
130 H 4.149 -8.658 3.514
131 H 2.552 -6.201 4.299
132 H 4.035 -6.840 5.201
133 C 9.431 -11.699 3.507
134 C 10.930 -11.872 3.347
135 C 11.468 -11.246 2.045
136 C 10.886 -9.961 1.673
137 N 10.454 -8.957 1.380
138 H 8.955 -12.066 2.598
139 H 9.234 -10.637 3.649
140 H 9.025 -12.309 4.315
141 H 11.243 -12.916 3.318
142 H 11.441 -11.446 4.211
143 H 11.260 -11.972 1.259
144 H 12.551 -11.124 2.049
145 C 2.247 -11.035 12.864
146 C 2.026 -12.571 13.046
147 C 1.827 -13.352 11.696
148 C 2.565 -12.823 10.525
149 N 3.166 -12.408 9.591
150 H 1.372 -10.501 12.493
151 H 3.135 -10.876 12.252
152 H 2.392 -10.442 13.768
153 H 1.229 -12.783 13.759
154 H 2.905 -12.869 13.617
155 H 0.763 -13.264 11.476
156 H 2.040 -14.388 11.956
157 C 1.337 -7.788 10.463
158 C 2.008 -8.793 9.572
159 C 0.978 -9.668 8.823
160 C 0.110 -10.427 9.734
161 N -0.548 -11.056 10.461
162 H 0.870 -8.244 11.336
163 H 0.556 -7.307 9.874
164 H 2.116 -7.117 10.826
165 H 2.677 -9.419 10.162
166 H 2.640 -8.239 8.879
167 H 1.366 -10.429 8.145
168 H 0.290 -9.058 8.237

B) # C56H98N14

14 unconnected molecules or ions with the total composition C56H98N14 (wB97M-V/def2-TZVPD, the Open Molecules 2025 dataset).

The value obtained for the LUMO energy is 0.009 hartree. Its net charge is 0.

CARTESIAN COORDINATES (ANGSTROEM)
1 C -1.832 8.679 -0.991
2 C -2.794 7.595 -1.498
3 C -2.098 6.297 -1.919
4 C -1.268 5.692 -0.888
5 N -0.609 5.200 -0.088
6 H -1.283 9.129 -1.817
7 H -1.103 8.246 -0.302
8 H -2.384 9.443 -0.448
9 H -3.316 7.946 -2.389
10 H -3.532 7.382 -0.723
11 H -1.503 6.418 -2.828
12 H -2.872 5.592 -2.241
13 C -0.390 -2.291 3.717
14 C 0.661 -2.099 4.799
15 C 0.185 -1.309 6.015
16 C -1.076 -1.826 6.565
17 N -2.062 -2.235 6.989
18 H -0.770 -1.343 3.324
19 H -1.259 -2.821 4.115
20 H 0.018 -2.867 2.887
21 H 1.505 -1.574 4.351
22 H 0.985 -3.076 5.168
23 H -0.033 -0.272 5.736
24 H 0.930 -1.279 6.809
25 C 3.287 4.559 -0.014
26 C 4.678 4.882 -0.550
27 C 5.753 3.951 0.017
28 C 5.794 4.009 1.477
29 N 5.791 4.034 2.625
30 H 2.570 5.303 -0.356
31 H 3.288 4.538 1.077
32 H 2.960 3.572 -0.347
33 H 4.948 5.929 -0.390
34 H 4.685 4.776 -1.641
35 H 6.753 4.163 -0.361
36 H 5.508 2.921 -0.257
37 C 0.408 1.822 -0.299
38 C 0.036 0.499 0.334
39 C 0.314 -0.781 -0.471
40 C 0.126 -0.626 -1.909
41 N -0.034 -0.515 -3.041
42 H 0.197 2.639 0.394
43 H -0.257 2.035 -1.142
44 H 1.452 1.838 -0.606
45 H -1.025 0.505 0.607
46 H 0.554 0.403 1.294
47 H -0.320 -1.585 -0.091
48 H 1.338 -1.139 -0.323
49 C -3.126 2.671 0.004
50 C -4.488 3.343 -0.002
51 C -5.317 3.021 -1.251
52 C -4.567 3.282 -2.479
53 N -3.947 3.424 -3.433
54 H -2.573 2.913 0.912
55 H -2.496 2.988 -0.832
56 H -3.205 1.583 -0.057
57 H -4.392 4.420 0.150
58 H -5.056 2.974 0.857
59 H -6.261 3.559 -1.244
60 H -5.513 1.947 -1.247
61 C -4.028 -3.737 4.172
62 C -3.755 -5.095 3.545
63 C -3.836 -5.137 2.014
64 C -2.955 -4.176 1.374
65 N -2.253 -3.429 0.855
66 H -5.074 -3.428 4.186
67 H -3.421 -2.985 3.666
68 H -3.736 -3.775 5.223
69 H -4.406 -5.857 3.976
70 H -2.744 -5.413 3.820
71 H -4.862 -5.017 1.654
72 H -3.566 -6.143 1.678
73 C 1.311 3.979 -3.042
74 C 0.621 2.953 -3.932
75 C -0.886 3.191 -3.995
76 C -1.230 4.423 -4.695
77 N -1.446 5.414 -5.228
78 H 0.811 4.108 -2.079
79 H 1.375 4.963 -3.513
80 H 2.328 3.653 -2.808
81 H 0.800 1.952 -3.543
82 H 1.048 3.036 -4.934
83 H -1.279 3.260 -2.978
84 H -1.390 2.359 -4.489
85 C 3.590 -2.005 2.491
86 C 3.310 -3.468 2.792
87 C 4.540 -4.382 2.792
88 C 5.195 -4.358 1.481
89 N 5.686 -4.352 0.444
90 H 4.196 -1.967 1.585
91 H 4.013 -1.471 3.339
92 H 2.666 -1.509 2.183
93 H 2.633 -3.866 2.025
94 H 2.762 -3.624 3.722
95 H 4.267 -5.406 3.040
96 H 5.283 -4.042 3.520
97 C 4.245 1.110 -2.779
98 C 3.995 -0.364 -2.459
99 C 4.470 -0.755 -1.050
100 C 3.895 0.093 -0.013
101 N 3.464 0.749 0.821
102 H 4.078 1.295 -3.841
103 H 5.266 1.418 -2.545
104 H 3.526 1.728 -2.237
105 H 4.527 -1.009 -3.163
106 H 2.933 -0.582 -2.585
107 H 5.555 -0.631 -1.028
108 H 4.190 -1.786 -0.826
109 C -3.754 -0.303 2.296
110 C -5.209 -0.714 2.046
111 C -6.165 -0.110 3.082
112 C -6.028 1.328 3.233
113 N -5.894 2.465 3.339
114 H -3.661 0.778 2.414
115 H -3.101 -0.649 1.495
116 H -3.401 -0.734 3.239
117 H -5.303 -1.797 2.110
118 H -5.501 -0.397 1.044
119 H -6.091 -0.593 4.060
120 H -7.197 -0.327 2.783
121 C -3.857 -0.267 -2.035
122 C -4.037 -1.506 -2.886
123 C -4.099 -2.789 -2.059
124 C -5.312 -2.902 -1.250
125 N -6.261 -2.985 -0.604
126 H -2.960 -0.290 -1.416
127 H -4.685 -0.167 -1.317
128 H -3.893 0.616 -2.672
129 H -3.171 -1.595 -3.548
130 H -4.901 -1.462 -3.548
131 H -3.231 -2.904 -1.405
132 H -4.080 -3.669 -2.710
133 C -0.042 -5.459 -3.765
134 C 0.181 -4.744 -5.083
135 C -0.746 -3.577 -5.379
136 C -2.167 -3.918 -5.357
137 N -3.281 -4.192 -5.368
138 H -1.098 -5.692 -3.600
139 H 0.219 -4.812 -2.921
140 H 0.566 -6.357 -3.688
141 H 0.153 -5.460 -5.912
142 H 1.209 -4.367 -5.133
143 H -0.540 -3.158 -6.367
144 H -0.578 -2.746 -4.684
145 C 2.235 1.472 4.175
146 C 2.407 2.909 3.733
147 C 2.819 3.857 4.853
148 C 3.945 3.391 5.655
149 N 4.807 3.010 6.303
150 H 2.037 0.829 3.316
151 H 1.375 1.351 4.847
152 H 3.119 1.121 4.709
153 H 1.501 3.303 3.268
154 H 3.168 2.923 2.947
155 H 1.994 4.032 5.552
156 H 3.086 4.831 4.437
157 C 3.631 -6.865 -2.847
158 C 4.710 -5.827 -2.532
159 C 4.291 -4.424 -2.983
160 C 3.133 -3.899 -2.259
161 N 2.216 -3.518 -1.682
162 H 2.771 -6.762 -2.187
163 H 4.020 -7.881 -2.752
164 H 3.301 -6.789 -3.888
165 H 5.623 -6.053 -3.081
166 H 4.908 -5.818 -1.462
167 H 4.022 -4.423 -4.045
168 H 5.119 -3.716 -2.900

Calculated relative energies: A) 2.103; B) 0.000, given in eV